No. 1
The following is a DFT calculation (the ωB97M-V functional and the def2-TZVPD basis) of a structure of composition C29H43Cl2F5N3O4PdSSi at a distorted geometry.

Structure (XYZ):
```
89
Properties=species:S:1:pos:R:3:forces:R:3:lowdin_spin:R:1
C -0.795 -0.343 -5.595 0.14 0.08 -0.31 0.0000
C -0.308 -1.271 -4.520 0.50 -1.43 0.58 0.0002
H -0.146 -0.368 -6.492 -0.42 -0.24 0.29 0.0000
H -0.708 0.665 -5.199 -0.01 -0.28 -0.60 0.0000
H -1.853 -0.493 -5.895 0.52 -0.03 0.17 0.0000
C 0.316 -2.423 -4.816 0.12 0.46 -0.05 0.0001
C 0.418 -2.956 -6.217 0.09 -0.02 -0.48 0.0000
H 0.844 -2.983 -4.045 -0.52 -0.05 0.03 0.0000
H 0.920 -2.216 -6.869 -0.18 -0.44 0.01 0.0000
H -0.593 -3.136 -6.622 0.35 0.13 -0.03 0.0000
H 0.955 -3.918 -6.289 -0.08 0.43 0.14 0.0000
Pd -1.484 0.330 2.043 1.07 1.86 0.69 1.3537
Cl 0.001 1.563 -0.402 0.04 0.04 1.55 0.0344
C -0.307 -2.175 2.425 1.44 1.98 -0.99 0.0079
O 0.180 -1.068 2.009 -0.59 -2.88 1.39 0.0662
N 0.456 -3.211 2.766 -0.06 -0.41 0.41 -0.0002
C 1.904 -3.083 2.833 -0.11 -0.17 -0.24 0.0010
C -0.135 -4.521 3.069 0.00 0.39 -0.06 0.0005
H -1.390 -2.318 2.529 0.16 -0.10 -0.23 0.0036
H 2.182 -2.041 2.654 -0.08 -0.26 0.02 0.0004
H 2.355 -3.731 2.076 0.05 0.15 -0.08 0.0000
H 2.271 -3.423 3.804 -0.12 0.12 0.06 0.0000
H -1.153 -4.560 2.658 0.35 -0.03 0.11 0.0000
H -0.170 -4.725 4.148 0.05 0.16 -0.17 0.0000
H 0.476 -5.300 2.600 -0.18 0.14 -0.04 0.0000
H 0.433 2.554 6.580 0.18 0.03 -0.24 0.0000
H -0.062 5.120 5.670 0.02 -0.33 -0.33 0.0002
C 0.975 2.546 5.622 -0.16 -0.02 -0.01 0.0007
C 0.262 4.747 4.684 -0.24 0.15 -0.18 0.0006
N 0.223 3.287 4.613 0.47 0.62 0.21 0.0015
H 1.068 1.520 5.267 0.05 0.08 0.14 0.0002
C -0.335 2.650 3.584 -0.07 -1.74 0.11 0.0044
O -0.294 1.391 3.493 0.21 2.38 0.52 0.0432
H -0.408 5.153 3.917 0.11 -0.07 0.23 0.0001
H -0.866 3.285 2.850 0.19 -0.30 0.16 0.0009
H 1.973 2.987 5.757 -0.30 -0.06 -0.07 0.0000
H 1.267 5.151 4.489 -0.15 -0.31 0.05 0.0000
H 2.926 -0.485 -4.892 0.04 -0.02 0.37 0.0000
H 3.564 -2.557 -3.878 0.02 0.12 0.30 0.0000
C 3.284 0.074 -4.015 -0.07 0.25 -0.15 0.0000
C 3.933 -2.023 -2.991 -0.12 0.05 0.08 0.0000
N 3.218 -0.766 -2.831 0.65 0.30 0.53 0.0000
H 2.654 0.958 -3.910 0.24 -0.46 0.11 0.0000
C 3.312 -0.207 -1.564 0.05 0.67 -0.65 0.0000
O 3.376 0.986 -1.301 0.32 -1.69 0.06 0.0001
H 3.777 -2.640 -2.097 0.12 0.00 -0.26 0.0000
H 3.317 -0.994 -0.780 0.02 0.28 -0.12 0.0000
H 4.328 0.376 -4.200 -0.13 0.07 -0.03 0.0000
H 5.009 -1.813 -3.118 -0.15 -0.29 -0.01 0.0000
O 0.132 0.277 -2.712 0.95 -0.58 -0.34 0.0017
C -0.565 -0.865 -3.042 -0.37 0.89 -0.27 0.0002
C 0.791 -2.459 -1.551 0.63 -0.42 0.40 -0.0001
C -0.431 -2.079 -2.072 -0.62 0.25 -0.89 0.0013
H 1.648 -1.830 -1.802 -0.60 -0.36 0.21 0.0000
C 0.943 -3.646 -0.805 -0.81 0.59 -0.38 0.0012
H -1.672 -0.687 -3.064 0.12 0.10 0.20 0.0001
C -1.557 -2.892 -1.870 0.58 -0.35 0.39 0.0040
H 1.943 -3.964 -0.492 -0.40 0.05 0.08 0.0001
C -0.204 -4.418 -0.547 0.42 -0.28 -0.20 -0.0001
C -1.442 -4.056 -1.092 -0.40 0.18 -0.32 0.0025
H -2.508 -2.612 -2.335 0.31 -0.12 0.27 0.0011
H -0.103 -5.363 -0.001 -0.10 0.33 -0.13 0.0000
H -2.337 -4.702 -0.962 0.76 0.47 0.06 0.0000
Si 0.014 2.475 -2.280 -2.10 0.73 -1.01 0.0048
Cl -2.460 -0.924 0.601 -1.74 -2.29 -2.33 0.2124
C 1.759 2.830 -2.846 0.68 -0.28 0.26 0.0021
C -0.722 4.202 -1.649 0.14 0.08 0.34 0.0006
C -1.372 2.305 -3.604 0.82 -0.24 0.20 -0.0002
H 2.436 2.107 -2.309 -0.81 1.06 -0.85 0.0001
H 2.101 3.849 -2.577 -0.39 -0.39 -0.08 0.0001
H 1.884 2.711 -3.937 -0.16 0.08 0.39 0.0003
H -1.063 1.366 -4.061 -0.84 0.86 0.28 0.0000
H -1.403 3.137 -4.331 0.03 -0.25 0.36 0.0000
H -2.350 2.186 -3.128 0.08 0.04 -0.02 0.0000
H -1.567 4.011 -0.950 0.47 0.03 -0.32 0.0000
H -1.138 4.839 -2.456 0.29 -0.43 0.13 0.0001
H 0.013 4.826 -1.117 -0.12 -0.12 0.09 0.0000
F -3.088 2.796 7.933 -0.37 -0.23 -0.24 0.0036
C -3.426 2.437 6.673 0.25 -0.02 -0.12 0.0128
C -3.879 3.410 5.783 0.18 0.19 -0.22 -0.0005
F -4.099 4.674 6.220 -0.02 -0.62 -0.09 -0.0005
C -3.972 3.107 4.430 0.02 -0.34 -0.06 0.0195
F -4.465 4.032 3.569 0.54 -0.41 0.74 0.0071
C -3.534 1.861 3.920 -0.48 0.25 0.58 0.0243
S -3.387 1.650 2.214 -0.85 0.62 -0.09 0.1606
C -3.252 0.853 4.866 0.17 0.42 -0.04 0.0133
F -2.951 -0.403 4.450 -0.04 0.56 0.26 0.0123
C -3.169 1.137 6.224 0.15 0.44 0.04 -0.0025
F -2.720 0.226 7.110 -0.19 0.17 -0.31 -0.0016
```
Positions in Å, forces in eV/Å.

Output
Multiplicity ... 3
Frontier orbital gap (alpha / beta) ... 0.232 / 0.191 hartree
LUMO level (alpha / beta) ... 2.101 / 0.888 eV
Expectation value of S² ... 2.01
Total charge ... -1

---

No. 2
The following is a DFT calculation (the ωB97M-V functional and the def2-TZVPD basis) of a structure of composition C29H43N3O7P2Pb at a distorted geometry.

Structure (XYZ):
```
85
Properties=species:S:1:pos:R:3:forces:R:3:lowdin_charge:R:1
Pb -0.227 0.110 0.533 0.07 -0.40 3.60 1.1884
C -0.667 -3.329 2.360 0.13 -0.01 0.04 -0.1367
C 0.638 -3.511 1.820 -0.07 0.02 0.30 -0.1359
C 0.808 -2.108 3.637 0.53 0.21 0.28 -0.1386
C -0.557 -2.474 3.491 -0.65 -0.02 0.04 -0.1347
C 1.550 -2.759 2.615 -0.01 -0.08 -0.03 -0.1400
C -1.923 -3.923 1.865 -0.31 -0.06 -0.35 0.0053
H -1.815 -4.297 0.842 -0.06 -0.01 0.22 0.0791
H -2.738 -3.185 1.877 0.17 -0.19 0.07 0.1033
H -2.246 -4.768 2.494 0.10 0.19 -0.08 0.1253
C -1.650 -2.044 4.377 -0.36 -0.28 0.00 0.0262
H -2.594 -2.513 4.082 0.15 0.14 0.17 0.0957
H -1.788 -0.954 4.362 0.12 -0.12 -0.01 0.0746
H -1.439 -2.319 5.421 0.00 0.12 -0.20 0.1281
C 1.341 -1.236 4.698 0.26 0.26 0.01 0.0227
H 1.349 -1.754 5.670 -0.05 0.06 -0.17 0.1283
H 0.724 -0.336 4.827 0.06 -0.24 -0.02 0.0776
H 2.368 -0.929 4.474 -0.18 -0.05 0.15 0.0923
C 3.013 -2.687 2.441 0.34 0.11 -0.27 0.0076
H 3.533 -3.357 3.143 -0.14 0.12 -0.10 0.1253
H 3.384 -1.671 2.631 -0.06 -0.24 0.01 0.0984
H 3.308 -2.980 1.428 0.02 0.01 0.22 0.0812
C 0.998 -4.364 0.670 0.01 -0.08 -0.47 0.0032
H 1.341 -5.360 0.995 -0.08 0.28 -0.02 0.1281
H 1.813 -3.916 0.085 -0.13 -0.17 0.16 0.0862
H 0.140 -4.519 0.004 0.21 -0.06 0.17 0.0753
C -1.345 0.934 -4.399 -1.15 -1.15 -0.65 -0.1361
C -1.627 -0.395 -4.400 -0.92 1.28 -1.50 -0.2004
C -1.018 -1.365 -5.376 0.03 -0.33 -0.49 -0.1699
C 0.471 -1.132 -5.723 -0.67 -0.46 -0.43 -0.1665
C 1.324 -0.662 -4.589 1.35 0.94 -0.49 -0.1290
C 1.694 0.626 -4.378 0.48 -1.07 -1.30 -0.1629
C 1.002 1.827 -4.956 0.10 0.13 -0.60 -0.1572
C -0.469 1.625 -5.397 0.37 0.70 -0.26 -0.1540
H -1.602 -1.327 -6.319 0.16 -0.09 0.43 0.1391
H 0.553 -0.464 -6.595 0.11 -0.27 0.49 0.1158
H -1.135 -2.400 -5.014 -0.08 0.33 -0.07 0.1038
H -0.509 1.150 -6.389 -0.10 0.09 0.54 0.1166
H -1.886 1.618 -3.737 0.04 -0.36 -0.20 0.1049
H -2.561 -0.780 -3.964 0.56 0.33 0.14 0.0963
H -0.895 2.637 -5.541 0.20 -0.47 0.01 0.1332
H 1.041 2.677 -4.253 0.11 -0.34 -0.10 0.1099
H 2.679 0.849 -3.947 -0.68 -0.24 0.48 0.0986
H 1.586 2.154 -5.839 -0.23 0.05 0.33 0.1402
H 0.884 -2.105 -6.052 -0.15 0.50 0.08 0.1303
H 1.817 -1.473 -4.050 0.19 0.34 -0.27 0.0922
P -1.582 -0.410 -1.634 0.85 0.64 2.07 0.7168
C -3.151 0.475 -1.776 -0.72 0.04 -0.66 -0.2329
C -1.358 -2.172 -2.032 -0.15 -0.29 -0.49 -0.2215
P 1.736 0.558 -1.237 -1.34 0.16 1.02 0.7640
C -0.007 0.550 -2.079 0.35 -0.58 -1.12 -0.5603
C 2.691 -0.895 -1.777 0.63 -0.14 -0.14 -0.2603
C 2.440 2.197 -1.565 0.36 0.17 -0.49 -0.2255
H -3.081 1.455 -1.275 0.19 -0.45 -0.12 0.0717
H -3.937 -0.110 -1.267 0.44 0.17 -0.11 0.0724
H -3.462 0.625 -2.817 -0.05 0.05 0.31 0.0416
H -0.931 -2.318 -3.036 -0.14 0.00 0.46 0.0324
H -2.342 -2.671 -2.003 0.33 0.24 -0.01 0.0810
H -0.713 -2.677 -1.290 -0.23 0.39 -0.16 0.0264
H 2.479 2.415 -2.640 0.06 0.08 0.39 0.0304
H 3.463 2.214 -1.158 -0.31 -0.04 -0.11 0.0723
H 1.858 2.979 -1.050 0.08 -0.46 -0.13 0.0372
H -0.263 1.592 -2.327 0.11 -0.49 -0.01 0.0719
H 0.190 -0.037 -2.974 0.19 0.96 -0.02 -0.0216
H 3.398 -1.151 -0.968 -0.29 0.20 -0.27 0.0497
H 3.276 -0.708 -2.688 -0.20 -0.18 0.26 0.0497
H 2.045 -1.773 -1.935 0.09 0.44 0.07 0.0471
O -0.775 6.418 6.254 0.55 -0.59 -2.51 0.0763
N -0.491 6.320 5.036 0.07 2.85 1.54 -0.3142
O -0.197 7.304 4.331 -0.46 -2.15 0.87 0.0856
C -0.525 5.007 4.441 0.46 -0.77 -1.69 -0.1214
C -0.876 3.920 5.254 -0.43 -1.00 0.26 0.1116
C -1.008 2.672 4.688 0.20 0.71 -0.22 -0.0542
C -0.693 2.399 3.305 -0.23 -0.66 -0.54 -0.2784
O -0.632 1.203 2.894 -0.06 0.41 -0.06 -0.1918
C -0.377 3.565 2.484 -0.02 -0.66 0.67 -0.0633
C -0.223 4.819 3.082 -0.26 0.77 1.02 0.1164
N -0.079 3.431 1.101 0.94 0.80 -0.69 -0.2453
O 0.650 4.278 0.553 -1.71 -1.94 0.79 0.1027
O -0.598 2.458 0.412 0.73 1.11 0.50 -0.1951
N -1.443 1.490 5.468 -0.24 -1.13 0.79 -0.3018
O -2.527 0.968 5.148 2.03 1.05 0.59 0.0787
O -0.682 1.066 6.359 -1.44 0.81 -1.69 0.0883
H -1.055 4.081 6.320 -0.02 -0.02 -0.35 0.1527
H 0.114 5.651 2.474 -0.18 0.06 0.16 0.1393
```
Positions in Å, forces in eV/Å.

Output
Multiplicity ... 1
Frontier orbital gap (alpha / beta) ... 0.174 / 0.176 hartree
LUMO level (alpha / beta) ... -8.212 / -8.179 eV
Total charge ... +2